[1]
{"formula": "C7H7Br3O2", "method": "the ωB97M-V functional and the def2-TZVPD basis", "multiplicity": 2, "gap_ev": [3.999, 8.148], "energy_ev": -221594.1747, "s2": 0.755, "charge": -1, "species": ["Br", "Br", "Br", "O", "O", "C", "C", "C", "C", "C", "C", "C", "H", "H", "H", "H", "H", "H", "H"], "coordinates": [[4.801, 0.817, 1.464], [2.570, -0.979, -0.189], [2.481, -0.979, 3.066], [-1.522, 1.504, -2.753], [-0.662, -1.459, 1.801], [-0.880, -0.512, -1.683], [2.895, 0.132, 1.450], [-1.434, 1.398, -0.427], [-0.758, -0.635, 0.693], [-1.317, 0.777, -1.629], [-1.350, 0.614, 0.733], [-0.590, -1.253, -0.537], [2.242, 0.996, 1.578], [-1.628, 2.460, -0.455], [0.215, -1.851, 1.802], [-0.503, -2.323, -0.653], [-0.780, -0.790, -2.721], [-1.605, 1.134, 1.645], [-2.175, 0.948, -3.185]], "forces_ev_per_a": [[0.891, 0.709, 0.081], [-0.321, -0.285, -1.079], [-0.325, -0.520, 1.095], [-0.631, 0.126, -1.175], [-0.431, 0.910, 0.081], [0.129, -0.671, -0.442], [0.347, -0.145, 0.480], [-0.621, -0.333, 0.822], [-1.393, -1.530, 0.140], [1.248, 0.555, 1.424], [1.142, 1.512, 0.231], [-1.003, 0.624, -1.656], [-0.235, 0.157, -0.527], [-0.390, 0.044, 0.472], [0.491, -0.034, 0.115], [0.704, 0.007, 0.370], [0.284, -1.146, 0.020], [0.228, -0.381, 0.420], [-0.112, 0.403, -0.873]]}

[2]
{"formula": "C20H45IN2O5", "method": "the ωB97M-V functional and the def2-TZVPD basis", "gap_ev": 7.714, "energy_ev": -42788.4143, "charge": 0, "species": ["I", "O", "O", "O", "O", "O", "N", "N", "C", "C", "C", "C", "C", "C", "C", "C", "C", "C", "C", "C", "C", "C", "C", "C", "C", "C", "C", "C", "H", "H", "H", "H", "H", "H", "H", "H", "H", "H", "H", "H", "H", "H", "H", "H", "H", "H", "H", "H", "H", "H", "H", "H", "H", "H", "H", "H", "H", "H", "H", "H", "H", "H", "H", "H", "H", "H", "H", "H", "H", "H", "H", "H", "H"], "coordinates": [[3.325, 1.769, 0.043], [3.026, -5.015, 2.680], [3.712, -3.006, 1.992], [0.812, -2.170, 0.360], [0.294, 0.382, -0.170], [0.150, -3.015, -1.531], [-1.881, 2.161, 1.481], [-0.193, 1.014, -2.792], [0.859, -3.117, -0.397], [1.667, -0.614, -3.159], [0.256, -4.237, -2.294], [3.125, -3.828, 2.866], [-1.838, 0.055, 2.755], [-1.403, 1.515, 2.715], [3.551, -1.644, 2.395], [3.012, -1.616, 3.849], [-1.086, 3.394, 1.240], [-1.459, 4.581, 2.142], [-2.423, 0.256, -1.920], [0.510, 2.167, -3.338], [-3.325, 2.401, 1.544], [0.222, -0.208, -3.481], [0.360, 3.448, -2.512], [1.407, -4.489, -0.158], [-3.847, 3.109, 0.291], [2.612, -3.074, 4.093], [1.257, -5.105, -1.578], [-1.662, 1.122, -2.922], [1.233, 0.692, 0.039], [-2.391, 4.993, 1.744], [-3.495, 4.135, 0.234], [4.440, -1.012, 2.363], [-1.403, -0.539, 3.563], [-0.657, 3.723, -2.250], [-3.476, 0.323, -2.223], [2.426, -0.053, -3.709], [-1.513, -0.428, 1.831], [-1.994, 0.935, -3.949], [1.571, 1.915, -3.367], [-3.822, 1.447, 1.712], [3.114, -3.462, 4.976], [3.721, -1.296, 4.608], [-0.323, 1.570, 2.856], [0.118, -0.165, -4.575], [-1.924, 2.152, -2.669], [-2.211, -0.811, -2.037], [-0.380, -1.079, -3.220], [-0.679, -4.791, -2.404], [2.264, -5.130, -1.993], [0.922, -6.136, -1.474], [2.443, -4.428, 0.159], [-3.583, 2.986, 2.440], [-2.912, -0.120, 2.825], [2.226, -0.865, 3.774], [-0.057, 0.707, -1.069], [0.839, -5.012, 0.606], [-3.572, 2.515, -0.579], [1.079, 3.449, -1.693], [1.535, -3.202, 4.193], [1.903, -1.632, -3.494], [0.706, 4.254, -3.169], [-4.935, 3.155, 0.351], [-2.393, 0.516, -0.864], [1.917, -0.601, -2.098], [-0.752, 5.406, 2.131], [-1.243, 3.628, 0.186], [0.117, -0.571, 0.042], [-1.794, 2.086, 3.573], [-1.706, 4.248, 3.148], [2.873, -1.141, 1.713], [0.238, 2.294, -4.399], [0.521, -4.005, -3.326], [-0.034, 3.116, 1.301]], "forces_ev_per_a": [[-0.445, -0.258, 0.051], [0.094, 0.322, -0.158], [0.331, 0.281, 0.018], [0.492, -0.145, 0.225], [-0.938, -0.030, 0.590], [0.155, -0.921, -0.663], [0.900, 0.220, 0.388], [-0.988, -0.906, 0.192], [-1.563, 0.876, 1.120], [0.618, -0.378, -0.483], [-0.046, -0.362, -0.819], [-0.450, -0.597, 0.660], [0.074, -0.555, -0.083], [-0.899, -0.090, 0.340], [0.161, 1.372, 0.698], [-0.217, -0.129, -0.869], [-0.292, -0.396, -0.295], [-0.730, -0.198, -0.666], [-0.935, -0.732, -0.952], [0.293, 0.246, 0.006], [0.366, 0.366, 0.134], [1.260, -1.102, 0.019], [0.715, 0.223, -1.179], [0.206, 0.195, -1.345], [-0.336, -0.598, 0.622], [0.023, 0.644, -0.322], [0.987, -0.785, 1.342], [0.183, 0.740, 1.083], [0.593, 0.245, -0.206], [0.000, 0.156, 0.173], [0.163, -0.063, -0.249], [0.514, -0.802, -0.430], [0.151, 0.350, 0.132], [-0.041, -0.220, 0.332], [-0.001, 0.061, 0.211], [-0.172, 0.433, 0.285], [0.005, 0.023, -0.061], [0.071, -0.107, -0.014], [-0.024, 0.044, 0.172], [-0.050, -0.102, -0.346], [-0.171, -0.243, 0.016], [0.248, 0.129, -0.299], [0.102, 0.067, -0.645], [-0.086, 0.554, -0.027], [-0.008, 0.037, -0.269], [0.275, 0.041, 0.123], [-0.396, 0.371, 0.455], [-0.394, 0.591, 0.583], [-0.227, 0.116, -0.479], [-0.019, 0.009, -0.290], [-0.005, -0.030, 0.197], [-0.020, 0.187, 0.013], [-0.053, 0.311, 0.006], [-0.348, -0.321, 0.699], [0.610, -0.025, -0.639], [-0.116, 0.203, 0.106], [0.048, 0.277, -0.200], [-0.435, -0.159, 0.402], [0.038, -0.274, -0.015], [-0.532, -0.092, 0.009], [-0.049, 0.054, 0.075], [-0.027, -0.027, -0.102], [0.462, 0.336, -0.048], [-0.118, 0.295, 0.005], [0.287, -0.225, 0.154], [0.025, 0.390, -0.003], [0.635, 0.033, -0.240], [-0.136, -0.294, 0.215], [0.402, 0.154, 0.174], [-0.256, -0.307, -0.117], [-0.296, 0.184, 0.125], [0.317, 0.328, 0.157], [0.014, 0.015, 0.205]]}

[3]
{"formula": "C5H15N3", "method": "the ωB97M-V functional and the def2-TZVPD basis", "gap_ev": [7.219, 8.059], "energy_ev": -9892.8816, "de_lowest_kcal_mol": 144.58, "charge": 0, "species": ["N", "N", "N", "C", "C", "C", "C", "C", "H", "H", "H", "H", "H", "H", "H", "H", "H", "H", "H", "H", "H", "H", "H"], "coordinates": [[2.412, -0.473, 1.794], [1.283, -0.326, 0.963], [2.671, 0.162, -0.866], [-1.574, 0.128, -1.985], [-1.546, 1.563, 0.102], [1.479, -0.039, -0.263], [-1.567, 0.170, -0.473], [-0.650, -1.357, 1.297], [2.692, 0.508, -1.809], [2.096, -0.393, 2.754], [-2.398, -0.417, -0.082], [-1.088, -2.083, 0.626], [-1.307, -0.691, 1.837], [-1.535, -0.897, -2.367], [-2.393, 2.182, -0.241], [0.521, -0.026, -0.813], [-1.592, 1.555, 1.194], [3.478, 0.339, -0.284], [-0.725, 0.679, -2.409], [0.030, -1.881, 1.956], [-0.632, 2.094, -0.188], [-2.471, 0.604, -2.416], [2.819, -1.399, 1.674]], "forces_ev_per_a": [[0.456, 0.216, -0.164], [0.396, 0.577, -0.150], [0.336, 0.018, -0.318], [0.451, -0.132, -0.098], [0.300, 0.006, 0.154], [-0.553, -0.323, 0.567], [-1.216, 0.489, -0.180], [-0.719, -0.823, 0.231], [0.003, 0.000, 0.093], [-0.027, -0.121, -0.132], [0.238, -0.093, 0.098], [-0.404, 0.120, -0.115], [-0.167, -0.052, -0.094], [-0.004, 0.111, 0.025], [0.087, -0.213, -0.082], [0.774, 0.134, -0.084], [0.075, -0.033, -0.065], [-0.167, -0.012, -0.009], [-0.015, -0.050, -0.016], [0.276, 0.192, 0.059], [-0.069, 0.002, 0.044], [0.034, -0.088, 0.234], [-0.084, 0.074, 0.002]]}

[4]
{"formula": "C3H8N2O", "method": "the ωB97M-V functional and the def2-TZVPD basis", "gap_ev": 9.958, "energy_ev": -8266.3342, "smiles": "C=CN.NC=O", "de_lowest_kcal_mol": 68.99, "charge": 0, "species": ["O", "N", "N", "C", "C", "C", "H", "H", "H", "H", "H", "H", "H", "H"], "coordinates": [[-1.207, 0.235, 2.424], [0.062, 0.578, -0.403], [0.698, -1.118, 1.990], [0.180, 0.855, -1.829], [-0.431, 0.440, -2.958], [-0.159, -0.301, 2.716], [-1.444, 0.276, -3.335], [0.179, 0.228, -3.797], [0.373, -1.502, 1.128], [-0.395, -0.367, -0.246], [1.118, 1.174, -2.120], [-0.588, 1.149, 0.070], [1.423, -1.516, 2.583], [0.189, -0.131, 3.778]], "forces_ev_per_a": [[0.537, -0.641, -1.032], [-0.994, -1.700, -1.175], [-1.034, 1.271, 2.009], [-1.050, -2.116, -0.397], [-1.257, 0.109, 0.479], [0.323, 0.040, 1.263], [-0.289, -0.559, 1.497], [1.101, 0.951, -0.885], [0.368, -0.364, -0.232], [0.656, 1.549, -0.864], [2.374, 0.631, 0.285], [-0.722, 1.319, 0.775], [-0.328, -0.191, -0.908], [0.313, -0.300, -0.816]]}